{
  "formula": "C3H5NO",
  "method": "ωB97M-V/def2-TZVPD",
  "smiles": "COCC#N",
  "homo_energy_ha": -0.399,
  "homo_lumo_gap_ev": 11.66,
  "e_tot_ev": -6728.451,
  "e_above_lowest_kj_mol": 108.2,
  "lumo_energy_ev": 0.82,
  "symbols": ["C", "O", "C", "C", "N", "H", "H", "H", "H", "H"],
  "xyz": [[-0.045, -1.350, -0.035], [0.900, -0.353, -0.376], [0.595, 0.916, 0.116], [-0.764, 1.378, -0.246], [-1.838, 1.714, -0.511], [0.451, -2.313, -0.173], [-0.928, -1.295, -0.686], [-0.374, -1.260, 1.010], [1.324, 1.607, -0.313], [0.680, 0.957, 1.213]]
}